The following is a DFT calculation (ωB97M-V/def2-TZVPD) of an isolated molecule of C3H3N2P at a distorted geometry.

Geometry as XYZ:
```
9
Properties=species:S:1:pos:R:3:forces:R:3
C 1.08711 1.11193 0.26540 0.70 0.01 0.44
C -1.44554 1.48001 -0.19097 2.88 -2.69 -1.84
C 0.13596 -1.39183 -0.21337 4.68 3.00 1.82
N 1.58668 1.58014 1.16799 1.24 1.00 1.67
N -2.36987 2.03478 0.18898 -0.78 0.58 0.37
P 0.27480 0.34556 -1.00053 -3.88 -0.18 0.06
H 0.08314 -1.46953 0.86526 -0.77 0.47 0.15
H 1.18798 -1.79601 -0.35385 -1.10 0.34 -0.53
H -0.54026 -1.89505 -0.72891 -2.96 -2.52 -2.14
```
Positions in Å, forces in eV/Å.

Summary:
M: 98.05 g/mol
Spin multiplicity: 1
Kohn-Sham gap: 0.3741 Eh

Here are the Mulliken charges for atoms 1 to 6, given in e:
1 C 0.444
2 C 0.077
3 C -0.929
4 N -0.298
5 N -0.350
6 P 0.054